A 2-piece molecular cluster, C4H10NO2 overall, computed with ωB97M-V/def2-TZVPD.

Last column: Löwdin charge in e.
Geometry (Å):
H 1.259 2.761 0.421  0.17
N -0.642 -0.422 -0.356  -0.04
H 3.633 0.901 0.936  0.09
H 0.284 -1.684 1.084  0.07
H -1.024 -0.488 1.899  0.13
H -0.824 0.576 -0.463  0.14
H 0.071 -0.742 -1.033  0.18
H 2.878 -0.353 1.976  0.06
H -1.918 -1.959 -1.347  0.18
C -1.981 -0.822 -1.082  -0.17
O -2.005 -0.295 -2.367  0.01
C -0.345 -0.820 0.984  0.03
H -2.157 0.625 -2.406  0.09
O 1.282 1.851 0.019  0.06
H -2.904 -0.550 -0.507  0.16
C 2.743 0.522 1.416  0.06
C 1.651 0.900 0.825  -0.21

As for the energy relative to the best compared isomer or geometry (same formula, charge and spin): 154.4 kcal/mol. As for the charge: +1. The HOMO energy (spin up / spin down) comes out at -12.36 / -13.03 eV. For the largest force on an atom, the calculation gives 3.48 eV/Å. The electronic energy is -363.1896 Ha. Its multiplicity is 1. The orbital gap (spin up / spin down) comes out at 7.9 / 9.1 eV. The LUMO energy (spin up / spin down) comes out at -4.51 / -3.98 eV.


C4H10NO2 as an isolated structure, computed with ωB97M-V/def2-TZVPD.

Last column: Löwdin charge in e.
Geometry (Å):
C 1.623 0.345 0.516  -0.09
H 1.019 0.876 -0.299  0.16
H -3.390 -1.653 1.131  0.02
H 1.355 0.517 1.506  0.15
O -2.893 -0.874 1.262  -0.08
C 0.423 -0.256 -0.286  -0.22
C -1.148 1.395 -0.013  -0.04
H -2.083 1.602 0.496  0.10
C 0.869 -0.996 -1.503  0.03
N -0.915 -0.015 -0.059  0.14
H 0.456 -2.098 -1.339  0.17
H -0.474 2.026 0.635  0.15
H 0.575 -0.586 -2.487  0.12
H -2.069 -0.905 0.637  0.01
H -1.220 1.905 -0.997  0.15
O 2.850 0.445 0.034  0.12
H 1.978 -1.071 -1.511  0.10

As for the energy relative to the best compared isomer or geometry (same formula, charge and spin): 205.3 kcal/mol. As for the charge: +1. The HOMO energy comes out at -14.63 eV. For the largest force on an atom, the calculation gives 8.13 eV/Å. The electronic energy is -363.1084 Ha. Its multiplicity is 1. The orbital gap comes out at 5.8 eV. The LUMO energy comes out at -8.81 eV.